*i*
The following is a DFT calculation (ωB97M-V/def2-TZVPD) of a single C7H15NO molecule.

Last column: natural (NBO) charge in e.
CARTESIAN COORDINATES (ANGSTROEM)
H: 0.889 0.239 1.896  0.206
O: -1.431 1.711 1.044  -0.711
H: -2.139 -2.204 0.535  0.361
H: 1.173 -1.292 0.992  0.223
C: -1.570 0.504 0.399  0.334
H: -2.843 1.244 -1.115  0.213
H: 2.508 1.575 0.801  0.203
C: -2.412 0.382 -0.637  -0.525
H: 2.806 1.532 -0.934  0.204
H: 0.437 1.441 -0.535  0.219
H: 3.081 0.086 0.046  0.198
H: -1.240 -0.705 2.124  0.190
C: 0.599 -0.369 1.039  -0.397
H: 1.387 0.173 -2.418  0.210
H: -2.676 -0.575 -1.049  0.204
H: 1.398 -1.301 -1.441  0.198
H: -0.130 -0.507 -1.882  0.211
C: 0.986 0.517 -0.329  -0.209
H: -0.847 -2.038 -0.449  0.360
C: 0.903 -0.342 -1.587  -0.626
C: -0.892 -0.684 1.080  -0.127
C: 2.435 0.953 -0.089  -0.604
N: -1.147 -1.995 0.517  -0.819
H: -1.275 1.655 1.992  0.483

Computed properties:
- E_HOMO: -8.905 eV
- SMILES: C=C(O)[C@@H](N)CC(C)C

*ii*
The following is a DFT calculation (ωB97M-V/def2-TZVPD) of 2 unconnected molecules or ions with the total composition C7H15NO.

Last column: natural (NBO) charge in e.
CARTESIAN COORDINATES (ANGSTROEM)
O: 0.277 -1.883 0.584  -0.574
H: -2.991 0.084 -0.893  0.214
H: 2.190 1.233 0.062  0.209
C: -0.936 0.113 -0.220  0.022
H: -0.929 2.161 -0.474  0.378
H: 0.266 -1.375 -2.363  0.235
H: -0.379 0.515 1.809  0.234
N: -0.479 1.332 -0.841  -0.873
H: -1.801 -0.537 1.642  0.229
H: 1.432 1.717 2.341  0.194
H: 1.706 -1.951 -1.523  0.235
H: -2.312 -1.526 -0.581  0.220
H: 2.798 -0.413 0.621  0.202
H: 1.484 -0.216 -1.820  0.230
H: -1.943 1.213 1.339  0.199
C: 0.291 -0.992 -0.234  0.649
H: -1.868 -0.644 -2.044  0.198
H: -0.379 1.248 -1.845  0.369
C: 1.830 0.752 2.073  -0.370
C: -1.305 0.340 1.229  -0.622
H: 1.974 0.050 2.879  0.200
C: 2.198 0.462 0.819  -0.411
C: -2.099 -0.538 -0.984  -0.617
C: 0.976 -1.145 -1.574  -0.749

Computed properties:
- E_HOMO: -8.543 eV
- SMILES: CC(=O)C(C)(C)N.C=C

Tell me which of them is the most stable. Sure, it is *i*.

*i*
The following is a DFT calculation (ωB97M-V/def2-TZVPD) of a molecular structure, C7H15NO.

Last column: natural (NBO) charge in e.
CARTESIAN COORDINATES (ANGSTROEM)
H: 1.939 -2.463 0.366  0.475
C: 1.820 1.102 -0.598  -0.646
N: -0.038 -1.634 1.418  -0.847
H: -0.694 1.624 -1.050  0.221
C: 0.345 1.234 1.433  -0.502
H: -3.033 1.103 -0.735  0.216
H: 0.385 -1.364 2.299  0.369
H: -0.890 -1.961 -0.919  0.215
H: -2.707 -0.587 -0.400  0.199
H: 2.793 0.788 -0.224  0.244
H: 1.763 2.190 -0.632  0.213
C: -2.297 0.418 -0.308  -0.646
H: -2.204 0.645 0.755  0.209
H: -1.081 0.399 -2.093  0.195
O: 2.009 -1.501 0.329  -0.724
C: 0.745 0.547 0.316  0.065
H: 0.113 2.289 1.373  0.194
H: 0.560 -1.260 -1.847  0.219
C: 0.673 -1.010 0.314  0.282
C: -0.967 0.569 -1.025  -0.393
H: 0.105 0.758 2.371  0.193
C: -0.063 -1.263 -0.961  -0.321
H: 1.736 0.724 -1.617  0.202
H: -1.010 -1.349 1.436  0.367

Computed properties:
- E_HOMO: -7.857 eV

*ii*
The following is a DFT calculation (ωB97M-V/def2-TZVPD) of a single C7H15NO molecule.

Last column: natural (NBO) charge in e.
CARTESIAN COORDINATES (ANGSTROEM)
N: 0.115 -0.492 0.149  -0.652
H: -2.274 1.199 0.127  0.191
H: -0.956 -0.145 3.303  0.207
H: -1.035 -1.616 2.327  0.198
C: 2.410 -1.331 -1.207  -0.388
H: 1.390 -0.649 -2.913  0.211
H: 3.181 -1.859 -1.742  0.198
H: 0.527 -0.862 2.658  0.219
C: -2.137 0.406 0.860  -0.630
H: -2.583 -0.510 0.476  0.209
C: 0.811 1.560 -1.017  -0.632
H: -0.175 1.149 1.368  0.189
H: 1.641 1.621 -0.319  0.223
O: -0.769 0.010 -2.021  -0.735
C: -0.522 -0.665 2.453  -0.602
H: 1.139 1.914 -1.992  0.224
C: -0.651 0.179 1.184  -0.042
H: 2.451 -1.356 -0.132  0.208
C: 1.452 -0.680 -1.836  -0.187
H: -2.672 0.696 1.762  0.213
H: -0.001 2.198 -0.673  0.201
H: -1.476 0.573 -1.688  0.466
H: -0.220 -1.440 0.019  0.368
C: 0.354 0.100 -1.145  0.343

Computed properties:
- E_HOMO: -8.930 eV
- SMILES: C=C[C@@](C)(O)NC(C)C

Tell me which of them is the most stable. Sure, it is *ii*.

*i*
The following is a DFT calculation (ωB97M-V/def2-TZVPD) of a single C7H15NO molecule.

Last column: natural (NBO) charge in e.
CARTESIAN COORDINATES (ANGSTROEM)
C: -2.909 -0.273 -1.388  -0.644
O: -1.375 -0.161 0.991  -0.458
C: 0.919 0.131 -0.285  -0.129
H: -1.329 0.810 2.830  0.368
H: 2.664 -0.573 -1.389  0.205
H: 0.989 2.220 0.329  0.221
C: -1.422 -0.127 -1.362  -0.247
H: -3.189 -0.578 -0.386  0.233
H: -3.366 0.703 -1.689  0.211
H: 2.583 0.379 1.090  0.209
H: 0.973 0.545 1.795  0.243
N: -1.144 1.033 1.836  -0.557
C: 1.630 -0.812 -1.269  -0.599
H: 0.509 2.037 -1.361  0.213
H: 1.615 -1.731 -0.772  0.221
C: 1.196 1.613 -0.639  -0.601
H: -1.791 1.605 1.334  0.357
H: 1.206 -0.566 -2.265  0.210
H: -3.345 -0.973 -2.018  0.218
H: 2.199 1.659 -1.029  0.207
C: 1.475 -0.099 1.064  -0.630
C: -0.631 -0.087 -0.318  0.324
H: 1.327 -1.132 1.576  0.222
H: -0.899 -0.173 -2.352  0.203

Computed properties:
- E_HOMO: -8.859 eV
- SMILES: C/C=C(\ON)C(C)(C)C

*ii*
The following is a DFT calculation (ωB97M-V/def2-TZVPD) of 2 unconnected molecules or ions with the total composition C7H15NO.

Last column: natural (NBO) charge in e.
CARTESIAN COORDINATES (ANGSTROEM)
H: -2.893 0.388 0.864  0.205
H: -1.572 1.548 -0.410  0.201
H: -3.050 -1.475 0.709  0.214
H: 3.914 -0.626 1.030  0.198
C: 1.123 1.190 0.201  0.142
N: 0.916 2.571 0.293  -0.834
H: 0.095 2.884 -0.190  0.392
H: -4.045 -0.332 -0.085  0.204
H: -2.723 -0.242 -1.859  0.199
H: 2.688 -1.180 -0.134  0.173
C: 0.254 0.400 -0.422  -0.284
C: -2.084 -0.433 -1.012  -0.384
C: -3.006 -0.498 0.236  -0.626
O: 1.249 -3.351 0.505  -0.923
H: 2.989 1.525 1.336  0.205
H: 1.857 -2.645 0.305  0.458
C: -1.086 0.772 -0.995  -0.440
C: 3.003 -0.377 0.512  -0.365
C: 2.448 0.804 0.736  -0.203
H: -1.566 -1.391 -1.056  0.204
H: -0.963 0.894 -2.077  0.217
H: 1.407 3.073 1.002  0.389
H: 0.412 -0.663 -0.534  0.193
H: 0.630 -2.837 1.048  0.466

Computed properties:
- E_HOMO: -7.897 eV
- SMILES: C=C/C(N)=C/CCC.O

*iii*
The following is a DFT calculation (ωB97M-V/def2-TZVPD) of a molecular structure, C7H15NO.

Last column: natural (NBO) charge in e.
CARTESIAN COORDINATES (ANGSTROEM)
C: 1.789 -0.019 -0.597  0.173
H: -1.645 -1.958 -0.146  0.359
H: 0.006 2.217 0.947  0.187
H: -0.979 -1.052 2.769  0.205
H: 0.774 -1.992 -1.121  0.173
H: -0.316 -0.692 -1.667  0.157
H: 2.569 -0.606 -0.118  0.186
O: 1.420 0.982 0.239  -0.522
N: -0.769 -1.594 0.219  -0.688
H: -0.230 1.702 -0.797  0.155
C: -0.405 -0.312 2.209  -0.643
H: -3.019 -0.389 0.999  0.196
H: 1.225 0.894 -2.476  0.212
C: -2.278 0.304 0.586  -0.660
H: 2.199 -0.569 -2.621  0.224
H: -0.518 0.658 2.695  0.196
C: -0.882 -0.269 0.767  0.208
H: 0.642 -0.602 2.248  0.220
H: 2.958 0.953 -2.117  0.222
C: 2.054 0.342 -2.033  -0.671
H: -2.505 0.448 -0.471  0.205
C: 0.149 -1.161 -0.798  -0.260
H: -2.389 1.260 1.092  0.211
C: 0.152 1.455 0.192  -0.046

Computed properties:
- E_HOMO: -8.132 eV

*iv*
The following is a DFT calculation (ωB97M-V/def2-TZVPD) of 2 unconnected molecules or ions with the total composition C7H15NO.

Last column: natural (NBO) charge in e.
CARTESIAN COORDINATES (ANGSTROEM)
H: -1.710 1.760 -0.085  0.241
N: 0.511 -1.408 1.409  -0.775
H: -1.906 -1.916 0.952  0.209
H: 0.806 0.856 -1.971  0.123
C: -0.302 -0.499 0.793  0.387
H: -2.316 -0.263 1.431  0.240
H: 0.245 -2.378 1.333  0.388
H: 1.832 2.066 0.108  0.225
H: 0.818 -1.453 -2.794  0.218
C: 0.146 0.761 0.350  -0.163
H: 1.802 1.260 1.670  0.210
H: 2.281 0.365 0.225  0.201
C: 1.596 1.126 0.605  -0.637
C: -0.813 1.926 0.510  -0.625
H: 1.505 -1.248 1.368  0.393
C: -0.029 0.213 -1.646  0.371
C: 0.607 -1.369 -1.728  -0.710
H: -2.135 -0.640 -0.279  0.280
H: -1.111 2.068 1.551  0.203
C: -1.749 -0.864 0.718  -0.695
H: -0.105 -2.141 -1.446  0.198
O: -1.178 0.374 -2.036  -0.682
H: 1.553 -1.440 -1.194  0.185
H: -0.349 2.846 0.157  0.214

Computed properties:
- E_HOMO: -7.843 eV
- SMILES: CC(C)=C(C)N.CC=O

Tell me which of them is the most stable. Sure, it is *iv*.

*i*
The following is a DFT calculation (ωB97M-V/def2-TZVPD) of 4 unconnected molecules or ions with the total composition C5H18O3.

Last column: natural (NBO) charge in e.
CARTESIAN COORDINATES (ANGSTROEM)
H: 4.194 -0.892 -4.731  0.447
O: 3.199 -2.902 -3.350  -0.934
C: -0.815 2.695 1.128  -0.626
H: -3.515 1.131 3.573  0.210
H: -1.996 0.299 3.947  0.217
H: 3.708 -4.205 -1.154  0.475
H: -1.342 0.180 1.598  0.196
H: -0.478 3.487 0.393  0.210
C: -2.518 0.939 3.228  -0.630
H: -0.543 3.233 2.038  0.213
H: 4.859 -5.158 -1.379  0.473
C: -2.281 0.727 1.723  -0.207
H: -3.482 -1.069 1.354  0.206
O: 4.955 -0.384 -4.439  -0.924
H: -1.904 1.841 3.472  0.205
C: -2.194 2.102 0.971  -0.399
H: -0.197 1.830 0.916  0.203
H: -2.430 1.930 -0.100  0.201
O: 4.671 -4.236 -1.116  -0.944
H: -3.042 2.716 1.316  0.199
H: 4.759 0.532 -4.693  0.476
H: 3.451 -2.255 -4.028  0.444
H: -3.240 -0.047 -0.026  0.201
H: -4.402 0.487 1.211  0.204
H: 4.051 -2.964 -2.883  0.487
C: -3.466 -0.016 1.033  -0.602

Computed properties:
- E_HOMO: -10.606 eV
- SMILES: CCC(C)C.O.O.O

*ii*
The following is a DFT calculation (ωB97M-V/def2-TZVPD) of 4 unconnected molecules or ions with the total composition C5H18O3.

Last column: natural (NBO) charge in e.
CARTESIAN COORDINATES (ANGSTROEM)
H: 0.736 -2.633 1.338  0.469
H: 1.311 -2.960 -2.082  0.485
H: 0.178 -1.894 -1.660  0.488
H: -2.760 0.700 1.419  0.212
H: 1.651 -0.223 1.639  0.197
H: 2.402 0.540 0.289  0.217
H: -0.344 -3.280 2.092  0.467
H: 1.318 2.256 0.930  0.209
C: 1.423 0.285 0.680  -0.623
H: -1.595 -0.544 1.437  0.197
O: -0.004 -3.238 1.187  -0.935
O: 1.787 1.388 -2.254  -0.952
H: -2.249 -0.708 -0.975  0.216
C: -1.895 0.233 -0.616  -0.646
H: 0.990 -0.389 -0.053  0.193
H: -2.565 1.002 -1.083  0.210
H: 0.167 1.802 -0.337  0.217
O: 0.886 -2.114 -2.271  -0.971
C: -1.835 0.417 0.920  -0.415
H: -1.207 2.417 1.546  0.196
C: 0.570 1.533 0.628  -0.406
H: 1.669 1.789 -3.125  0.471
C: -0.777 1.413 1.445  -0.390
H: -0.569 1.206 2.530  0.192
H: 1.736 0.432 -2.409  0.485
H: -1.023 0.571 -1.215  0.218

Computed properties:
- E_HOMO: -10.490 eV
- SMILES: CCCCC.O.O.O

Tell me which of them is the most stable. Sure, it is *i*.

*i*
The following is a DFT calculation (ωB97M-V/def2-TZVPD) of a molecular structure, H12NaO6.

Last column: natural (NBO) charge in e.
CARTESIAN COORDINATES (ANGSTROEM)
O: -3.278 -1.633 2.317  -0.955
H: 3.168 -0.958 4.626  0.481
O: -3.896 0.175 -2.428  -0.949
H: -3.474 -2.275 2.999  0.480
H: 3.734 2.025 -2.643  0.473
O: 2.887 -1.208 3.746  -0.952
H: 0.663 -4.245 -2.906  0.477
H: -4.269 -0.600 -2.846  0.475
H: 4.459 2.678 -1.486  0.478
O: 0.000 4.264 1.929  -0.942
H: -3.840 0.824 -3.130  0.475
O: 0.564 -3.306 -3.063  -0.955
O: 3.587 2.423 -1.785  -0.951
H: 0.433 -3.234 -4.009  0.478
H: 0.866 4.571 1.661  0.472
H: 2.792 -2.159 3.785  0.471
H: -0.593 4.604 1.259  0.471
H: -3.973 -1.750 1.670  0.476
Na: 0.167 -0.196 0.302  0.998

Computed properties:
- Net charge: +1
- E_HOMO: -14.095 eV

*ii*
The following is a DFT calculation (ωB97M-V/def2-TZVPD) of a molecular structure, H12NaO6.

Last column: natural (NBO) charge in e.
CARTESIAN COORDINATES (ANGSTROEM)
H: 1.533 0.347 -2.672  0.482
O: -0.608 -0.557 2.061  -0.958
H: 1.008 -2.831 -0.366  0.488
H: 2.948 0.820 0.651  0.492
O: -2.844 0.322 0.303  -0.972
Na: -0.018 -0.192 -0.317  0.949
H: -0.825 2.980 -0.521  0.499
H: 0.560 2.664 0.042  0.484
O: 1.709 -0.441 -2.141  -0.969
H: -0.653 0.305 2.493  0.475
H: 2.117 -1.058 -2.762  0.496
H: -3.293 0.780 1.025  0.486
H: -1.532 -0.790 1.881  0.493
O: 2.124 0.408 0.939  -0.956
H: -3.543 0.163 -0.346  0.491
O: -0.255 2.244 -0.264  -0.975
H: 1.716 1.025 1.559  0.473
H: -0.237 -3.520 -0.935  0.496
O: 0.092 -2.668 -0.629  -0.975

Computed properties:
- Net charge: +1
- E_HOMO: -15.134 eV

Tell me which of them is the most stable. Sure, it is *ii*.

*i*
The following is a DFT calculation (ωB97M-V/def2-TZVPD) of a gas-phase ion, C8H10N3 (charge +1).

Last column: natural (NBO) charge in e.
CARTESIAN COORDINATES (ANGSTROEM)
H: -0.852 -0.856 -3.329  0.239
N: -2.283 -1.188 1.839  -0.009
C: -0.439 0.221 0.549  -0.142
C: 1.119 1.762 -0.381  -0.199
C: -0.457 -0.450 -0.645  -0.206
N: -0.030 -0.751 2.755  -0.718
H: 1.933 2.375 -0.081  0.235
C: -1.131 -0.392 1.761  0.216
N: -2.394 -0.141 2.394  0.021
H: 0.532 -1.372 2.137  0.471
H: 1.654 1.447 -2.409  0.236
H: 0.538 0.083 3.093  0.465
H: -0.424 -1.121 3.630  0.452
C: 0.248 1.425 0.667  -0.197
H: 0.758 -1.709 -2.889  0.235
H: 0.678 -0.188 -3.709  0.223
C: 0.209 -0.052 -1.736  0.028
C: 0.182 -0.865 -3.035  -0.625
H: 0.187 2.085 1.595  0.224
H: -1.104 -1.374 -0.647  0.223
C: 1.074 1.061 -1.558  -0.172

Computed properties:
- Net charge: +1
- E_HOMO: -13.128 eV
- SMILES: Cc1cccc(C2([NH3+])N=N2)c1

*ii*
The following is a DFT calculation (ωB97M-V/def2-TZVPD) of a gas-phase ion, C8H10N3 (charge +1).

Last column: natural (NBO) charge in e.
CARTESIAN COORDINATES (ANGSTROEM)
C: 2.043 1.992 -0.933  0.102
H: 4.221 -2.855 -0.797  0.286
C: -0.989 -1.111 -0.492  -0.438
H: -0.455 -1.243 -1.518  0.244
H: 0.458 2.528 -2.040  0.284
C: 0.593 1.888 -1.292  -0.321
H: -2.601 0.479 1.255  0.249
N: 2.721 -1.450 0.110  -0.232
C: 2.049 -0.724 0.949  -0.155
H: -2.049 -1.522 -0.646  0.252
H: -0.522 -1.656 0.330  0.248
C: -1.542 0.396 1.255  -0.419
C: 1.892 0.594 1.011  -0.135
N: 2.516 1.437 0.083  -0.326
C: 3.428 -2.208 -0.401  0.192
H: 2.720 2.631 -1.425  0.227
H: -1.095 1.286 1.597  0.227
N: -0.945 0.251 -0.016  -0.288
C: -0.206 1.113 -0.656  0.529
H: -1.165 -0.382 1.918  0.248
H: 1.296 1.002 1.862  0.226

Computed properties:
- Net charge: +1
- E_HOMO: -11.267 eV

Tell me which of them is the most stable. Sure, it is *i*.